Here is a 7-piece molecular cluster, C45H46BF12NO4P overall from the OMol25 dataset. Energies are from ωB97M-V/def2-TZVPD.

Geometry as XYZ:
```
110
Properties=species:S:1:pos:R:3:forces:R:3
C -4.5029 -0.7061 -2.7568 0.044 -0.452 0.339
C -3.7518 -1.9622 -2.2059 0.351 -0.014 -0.701
C -2.7793 -1.6378 -1.0750 -0.868 0.097 -2.408
O -3.1282 -1.7772 0.0289 -0.204 -0.248 3.114
O -1.4993 -1.1704 -1.3613 0.139 -0.573 -0.559
C -0.5480 -2.1942 -1.0722 0.018 -0.046 0.026
C 0.0788 -1.9699 0.3498 -0.426 -0.404 -0.491
P 1.9117 -2.0203 0.3965 -0.397 0.325 0.445
C 2.6298 -2.8757 1.8701 -0.124 0.086 -0.681
C 1.9202 -2.5773 3.2095 0.814 -0.647 0.502
O 2.8095 -2.9192 4.2567 0.229 0.147 -0.625
C 0.6434 -3.4631 3.4371 0.746 0.378 1.072
F 0.5554 -4.4740 2.5676 -0.293 0.117 -0.909
F -0.4635 -2.7364 3.4381 -0.620 0.421 -0.879
F 0.6951 -4.0193 4.6267 0.125 -0.370 0.729
B 2.5614 -0.1627 0.2802 0.690 0.814 -0.283
N 3.8813 -0.0060 -0.1960 -0.664 0.012 1.612
O 1.7015 0.8519 0.6196 -0.066 -0.940 0.413
C 2.6546 -2.8863 -1.1176 -0.265 0.234 0.908
F 3.9172 -3.2004 -0.8797 0.529 -0.309 0.384
F 2.6425 -2.0797 -2.1510 -0.411 0.307 -0.754
F 1.9609 -3.9855 -1.3585 -0.165 -0.508 -0.361
H -5.5746 -0.8231 -2.5627 0.281 0.124 0.003
H -4.1668 0.1871 -2.2196 -0.114 -0.019 -0.456
H -4.3896 -0.6016 -3.8406 0.187 0.160 0.339
H -3.2403 -2.5093 -3.0131 0.014 0.337 0.183
H -4.4838 -2.6618 -1.7879 0.295 0.216 0.097
H 0.1740 -2.2133 -1.8971 -0.112 0.214 0.280
H -1.0517 -3.1727 -1.0685 0.267 0.216 -0.027
H -0.2443 -0.9678 0.6734 0.403 -0.238 -0.001
H -0.3845 -2.7001 1.0249 0.401 0.222 -0.038
H 2.6795 -3.9501 1.6295 -0.252 0.257 0.307
H 3.6813 -2.5481 1.9341 -0.387 0.126 -0.028
H 1.6846 -1.5124 3.3655 -0.351 -0.299 -0.417
H 3.6517 -3.2243 3.8830 -0.112 -0.040 0.490
H 4.2179 0.9532 -0.1045 0.120 -0.156 -0.218
H 4.5246 -0.6629 0.2427 0.288 0.002 -0.857
H 1.8426 1.1632 1.5280 -0.081 0.368 -0.382
F -6.4248 1.6521 -2.5825 0.029 0.046 -0.044
C -6.9948 1.8168 -1.3681 -0.233 0.071 0.493
C -6.3317 1.3663 -0.2420 0.245 -0.101 -0.099
C -6.9195 1.5419 1.0032 -0.143 0.072 -0.081
C -8.1615 2.1540 1.1047 -0.040 0.012 0.096
C -8.8154 2.5962 -0.0384 0.182 -0.089 0.081
C -8.2280 2.4325 -1.2852 -0.084 0.074 -0.349
H -5.3677 0.8844 -0.3409 -0.013 0.018 0.015
H -6.4081 1.2005 1.8941 0.005 -0.017 -0.040
H -8.6201 2.2863 2.0766 0.012 -0.004 -0.031
H -9.7857 3.0697 0.0405 0.028 0.005 -0.039
H -8.7218 2.7796 -2.1877 0.295 -0.222 0.399
F -9.9532 3.4799 -3.4048 -0.340 0.144 -0.282
C -9.7646 4.2858 -4.4741 0.057 0.313 -0.415
C -10.8450 4.6145 -5.2675 -0.268 -0.117 0.089
C -10.6504 5.4456 -6.3614 0.198 0.002 0.043
C -9.3801 5.9267 -6.6516 -0.001 0.052 -0.075
C -8.3039 5.5816 -5.8450 -0.180 -0.012 -0.031
C -8.4961 4.7591 -4.7440 0.213 -0.100 0.196
H -11.8255 4.2229 -5.0289 0.029 0.002 0.026
H -11.4898 5.7175 -6.9880 0.003 -0.033 0.029
H -9.2299 6.5717 -7.5081 -0.001 -0.019 0.028
H -7.3134 5.9532 -6.0732 -0.017 -0.011 0.037
H -7.6710 4.4857 -4.0982 -0.026 -0.023 -0.007
F 3.8688 2.9948 0.4485 0.072 -0.144 0.145
C 3.5497 3.5314 -0.7613 -0.191 0.357 -0.642
C 2.3465 3.1939 -1.3481 -0.156 -0.141 0.097
C 2.0201 3.7438 -2.5804 0.225 0.119 -0.042
C 2.9040 4.6117 -3.2085 -0.030 0.001 -0.034
C 4.1125 4.9351 -2.6037 -0.259 -0.143 -0.042
C 4.4373 4.3955 -1.3677 0.324 0.015 0.233
H 1.6772 2.5127 -0.8467 -0.043 0.091 -0.001
H 1.0772 3.4947 -3.0498 0.014 -0.014 0.041
H 2.6501 5.0368 -4.1715 0.014 -0.011 0.028
H 4.8020 5.6061 -3.0925 0.043 -0.050 0.078
H 5.3706 4.6429 -0.8774 -0.017 0.009 -0.014
F 6.7339 6.8892 -2.5455 -0.027 -0.024 0.031
C 6.8580 7.6704 -3.6418 0.075 0.293 -0.370
C 5.7444 7.9383 -4.4149 -0.186 -0.130 0.114
C 5.8785 8.7450 -5.5363 0.177 -0.002 0.030
C 7.1211 9.2634 -5.8747 -0.008 0.055 -0.083
C 8.2305 8.9807 -5.0892 -0.171 -0.023 -0.018
C 8.0992 8.1832 -3.9614 0.214 -0.079 0.161
H 4.7846 7.5206 -4.1402 -0.003 0.069 0.019
H 5.0130 8.9690 -6.1462 0.005 -0.028 0.030
H 7.2241 9.8892 -6.7520 0.001 -0.017 0.030
H 9.1999 9.3818 -5.3549 -0.016 -0.011 0.038
H 8.9509 7.9590 -3.3322 -0.033 -0.021 0.003
F 5.3580 -4.0502 4.5171 0.003 0.075 -0.302
C 5.4841 -4.4220 5.8209 0.027 -0.216 0.714
C 4.4799 -5.1652 6.4051 -0.243 -0.070 -0.268
C 4.6109 -5.5480 7.7321 0.168 0.086 0.027
C 5.7364 -5.1737 8.4545 -0.003 -0.020 0.061
C 6.7342 -4.4210 7.8495 -0.167 -0.098 0.005
C 6.6111 -4.0452 6.5193 0.210 0.211 -0.233
H 3.6062 -5.4394 5.8267 0.006 0.029 0.011
H 3.8347 -6.1374 8.2025 -0.006 0.026 -0.040
H 5.8351 -5.4696 9.4909 0.001 0.011 -0.033
H 7.6093 -4.1260 8.4133 -0.004 -0.006 -0.046
H 7.3819 -3.4658 6.0271 -0.025 -0.005 0.000
F -0.2567 -11.1283 5.5613 -0.003 -0.021 0.009
C -0.0056 -9.9093 5.0594 0.056 0.319 -0.133
C -0.9682 -9.2852 4.2888 -0.231 -0.097 -0.052
C -0.7087 -8.0230 3.7746 0.187 -0.024 0.080
C 0.5099 -7.4061 4.0278 0.031 -0.052 0.010
C 1.4685 -8.0494 4.8006 -0.198 -0.014 -0.072
C 1.2094 -9.3072 5.3254 0.201 -0.104 0.147
H -1.9083 -9.7858 4.0965 0.026 -0.017 0.039
H -1.4577 -7.5204 3.1757 -0.006 -0.043 0.013
H 0.7116 -6.4273 3.6245 0.007 -0.044 0.026
H 2.4206 -7.5711 4.9951 -0.007 -0.045 0.023
H 1.9402 -9.8208 5.9366 -0.035 -0.031 -0.020
```
Forces are in eV/Å.

As for the charge: +1. For the LUMO energy, the calculation gives -3.55 eV. The calculated total energy is -99661.3287 eV.

These are the Löwdin partial charges, in e, on atoms 1 to 99: atom 1 (C): -0.07, atom 2 (C): -0.12, atom 3 (C): -0.50, atom 4 (O): 0.18, atom 5 (O): -0.02, atom 6 (C): -0.19, atom 7 (C): -0.19, atom 8 (P): 1.25, atom 9 (C): -0.18, atom 10 (C): -0.26, atom 11 (O): 0.00, atom 12 (C): -0.62, atom 13 (F): 0.13, atom 14 (F): 0.17, atom 15 (F): 0.18, atom 16 (B): -0.65, atom 17 (N): 0.22, atom 18 (O): 0.10, atom 19 (C): -0.75, atom 20 (F): 0.16, atom 21 (F): 0.17, atom 22 (F): 0.16, atom 23 (H): 0.08, atom 24 (H): 0.07, atom 25 (H): 0.08, atom 26 (H): 0.12, atom 27 (H): 0.12, atom 28 (H): 0.11, atom 29 (H): 0.14, atom 30 (H): 0.12, atom 31 (H): 0.09, atom 32 (H): 0.12, atom 33 (H): 0.12, atom 34 (H): 0.16, atom 35 (H): 0.07, atom 36 (H): 0.09, atom 37 (H): 0.10, atom 38 (H): 0.14, atom 39 (F): 0.04, atom 40 (C): -0.28, atom 41 (C): -0.03, atom 42 (C): -0.08, atom 43 (C): -0.09, atom 44 (C): -0.07, atom 45 (C): -0.01, atom 46 (H): 0.10, atom 47 (H): 0.10, atom 48 (H): 0.10, atom 49 (H): 0.11, atom 50 (H): 0.09, atom 51 (F): 0.03, atom 52 (C): -0.27, atom 53 (C): -0.01, atom 54 (C): -0.08, atom 55 (C): -0.09, atom 56 (C): -0.08, atom 57 (C): -0.02, atom 58 (H): 0.12, atom 59 (H): 0.11, atom 60 (H): 0.10, atom 61 (H): 0.11, atom 62 (H): 0.11, atom 63 (F): 0.03, atom 64 (C): -0.28, atom 65 (C): -0.02, atom 66 (C): -0.07, atom 67 (C): -0.08, atom 68 (C): -0.06, atom 69 (C): 0.00, atom 70 (H): 0.09, atom 71 (H): 0.11, atom 72 (H): 0.11, atom 73 (H): 0.07, atom 74 (H): 0.12, atom 75 (F): 0.04, atom 76 (C): -0.28, atom 77 (C): -0.02, atom 78 (C): -0.08, atom 79 (C): -0.09, atom 80 (C): -0.08, atom 81 (C): -0.02, atom 82 (H): 0.10, atom 83 (H): 0.11, atom 84 (H): 0.10, atom 85 (H): 0.11, atom 86 (H): 0.12, atom 87 (F): 0.02, atom 88 (C): -0.27, atom 89 (C): -0.02, atom 90 (C): -0.07, atom 91 (C): -0.08, atom 92 (C): -0.07, atom 93 (C): -0.02, atom 94 (H): 0.10, atom 95 (H): 0.11, atom 96 (H): 0.11, atom 97 (H): 0.11, atom 98 (H): 0.12, atom 99 (F): 0.07